[1]
51
Properties=species:S:1:pos:R:3:forces:R:3 method="wB97M-V/def2-TZVPD" de_lowest_kj_mol=0.00 spin_multiplicity=7 charge=+2 energy_ha=-2553.9358 e_lumo_ev="-9.47 / -7.37"
H 4.180931 1.504892 -3.423222 -0.2 -0.3 0.1
H -1.341422 -2.044489 0.398517 -0.2 -0.1 -0.3
C -0.960099 -0.035983 5.628700 -0.1 0.0 0.5
H 1.410561 -1.655296 4.488045 0.0 0.2 -0.1
H -2.664780 -3.858463 -0.670071 0.1 0.2 -0.2
C -2.194670 2.887751 -2.669403 0.2 0.0 0.1
H -1.191726 1.297699 3.929366 0.2 -0.1 -0.1
C -2.169716 -3.114458 -1.292809 -0.1 -0.2 0.0
C -1.706552 1.695261 -2.127401 0.1 -0.1 0.0
C 4.418757 -0.437775 -2.505903 -0.1 0.1 0.0
C -0.354601 4.093618 -1.676955 0.1 0.0 0.0
C -0.652673 -1.476450 5.197457 -0.4 -0.5 -0.6
H 0.252156 1.664915 4.911429 0.0 -0.2 0.0
C -0.397960 0.868208 4.543889 -0.3 0.4 0.2
H -1.708623 -2.295854 -4.564613 0.1 0.0 0.3
C 3.796924 -1.450519 -1.772931 0.0 -0.2 0.0
C -0.866841 -1.228375 -2.887343 0.0 -0.2 0.0
C 1.823336 -0.063465 -1.524746 0.0 0.1 0.1
H -1.542507 -1.944921 4.766103 0.1 0.1 0.2
H 4.315051 -2.393120 -1.585925 -0.1 0.3 -0.1
H -3.228459 1.493904 1.596941 0.0 0.0 0.0
Cl 3.721856 -0.665331 2.691882 -0.2 0.0 -0.3
P 0.196917 0.168580 -0.666723 -0.4 -0.2 -2.8
C 2.404612 0.899212 -2.363593 0.1 0.1 0.3
H -0.342292 -0.507633 -3.519705 -0.2 -0.2 0.2
O 0.429162 0.006348 3.673068 -0.5 0.0 0.5
C -1.426817 -2.099966 -0.691397 0.1 0.2 -0.4
H -2.886143 -3.975687 -3.143495 0.2 0.2 0.1
H -3.102557 2.870524 -3.273169 0.2 0.0 0.2
H -2.039514 0.113408 5.725260 0.2 -0.1 -0.1
H 1.826054 1.770355 -2.672345 0.3 -0.1 0.2
C -1.629174 -2.244348 -3.478814 0.2 0.2 0.2
C 0.155718 2.904281 -1.160825 -0.3 0.0 0.0
Tb 1.489890 -0.169279 1.840279 1.1 0.0 -1.0
C -0.780742 -1.138271 -1.487258 -0.2 -0.8 0.7
H -1.912831 5.023509 -2.856746 0.1 -0.3 0.1
H 0.171429 5.029044 -1.490213 -0.1 -0.2 -0.1
C 0.421592 -1.396880 4.100467 -0.1 -0.2 1.2
C -0.508621 1.683717 -1.390938 -0.1 0.8 0.4
H -3.382806 0.828736 1.302031 0.0 0.0 0.0
C -1.526647 4.091876 -2.441561 0.1 -0.3 0.1
H -2.250663 0.768535 -2.306122 0.1 0.3 0.1
H -0.547942 0.194425 6.616389 0.2 -0.1 -0.3
C 2.499691 -1.277196 -1.292877 0.1 0.3 0.4
H 1.090344 2.914049 -0.594177 -0.2 0.1 -0.1
C 3.714398 0.729300 -2.814301 -0.1 -0.2 -0.1
H 0.173724 -2.046870 3.243342 0.0 0.1 0.0
C -2.286722 -3.187683 -2.684763 0.2 0.3 0.3
H 1.991863 -2.106412 -0.774928 0.2 0.3 -0.1
H -0.324524 -2.119952 6.011711 0.1 0.2 0.0
H 5.443682 -0.567483 -2.859585 -0.4 0.0 0.1

---

[2]
51
Properties=species:S:1:pos:R:3:forces:R:3 method="wB97M-V/def2-TZVPD" spin_multiplicity=1 charge=+1 energy_ha=-1162.3453 smiles="Fc1cccc(C(c2cccc(F)c2)N2CCC[N+]3=C2CCCCC3)c1" e_lumo_ev=-2.67
C -0.820664 -1.615554 1.825312 -0.3 -0.2 -0.2
H -0.399643 -2.616020 1.731850 -0.1 0.3 -0.1
H -1.786964 1.866817 3.576380 -0.2 -0.1 -0.2
C -1.228228 -3.372654 -0.458668 0.9 -2.7 0.1
C 3.162254 -3.542445 0.055928 -0.2 0.3 -0.1
N -2.197372 -0.017180 0.667059 0.6 -0.2 0.2
C -2.148320 0.938172 3.110321 -0.3 0.0 -0.2
F -0.099367 -5.112992 -4.845198 -1.1 0.3 0.9
C -2.428590 -1.500098 -1.676942 -0.1 0.4 -0.4
N -1.805685 -2.056617 -0.462031 -0.2 2.0 0.9
C 1.032184 -4.672409 -0.387119 0.3 -0.1 0.1
H -1.454005 -2.386452 3.747755 0.1 0.1 -0.2
C -1.547137 -0.239302 3.862292 0.0 0.0 0.1
C -1.645047 -1.231627 0.607766 0.1 -0.1 -0.5
H -3.245553 0.942879 3.230521 0.3 0.0 -0.3
H 0.032464 -0.919698 1.899094 -0.3 -0.3 -0.1
H -2.865521 -2.279665 -2.317323 0.5 0.1 0.5
C 2.491187 -2.321644 0.041391 -0.4 -0.3 0.0
H -2.738120 -1.669581 2.804709 0.1 -0.1 0.1
H -2.039400 -0.339268 4.839983 0.2 0.0 -0.3
H -1.641256 -3.912992 0.408072 0.1 0.2 0.0
C -3.545399 -0.558717 -1.288419 -0.7 0.0 -0.1
C -1.682203 -1.546421 3.080591 -0.5 0.0 0.9
H -4.280903 -5.772837 -3.219131 0.3 -0.1 0.1
H -4.010144 0.886780 0.176523 0.2 0.0 0.2
C -0.726719 -4.307423 -2.715180 -0.3 0.1 -0.3
H 0.536917 -5.611720 -0.623752 0.0 0.2 0.2
H -3.939135 -0.053828 -2.176936 0.0 -0.3 0.1
H 0.616475 -1.341410 -0.312416 0.3 -0.1 0.1
H -1.664064 -0.959719 -2.259992 -0.1 -0.2 0.1
C 2.427071 -4.678639 -0.260047 0.1 -0.6 -0.3
C -2.901922 -4.856900 -1.831098 0.3 0.4 0.2
C -1.725815 1.019147 1.623275 0.0 0.5 0.8
H 2.992226 -1.370088 0.231455 0.0 -0.4 -0.1
C -2.358122 -5.427564 -4.130423 -0.1 0.1 0.3
H -2.612876 -5.838995 -5.102112 0.0 0.0 0.2
C 1.116506 -2.302925 -0.206952 -0.4 0.3 -0.1
H -2.666866 1.396441 -0.789887 0.2 -0.3 -0.2
H -2.124442 1.966750 1.241278 0.2 -0.3 -0.1
H 0.289519 -3.937634 -2.596108 -0.4 0.0 -0.3
C -1.666647 -4.196299 -1.686107 0.5 -0.4 -0.4
H -0.492463 -0.016562 4.062965 0.0 -0.2 0.0
H -0.627792 1.094536 1.600601 -0.3 -0.1 -0.3
F 3.120072 -5.845641 -0.511646 -1.0 1.2 0.6
H -3.557715 -4.999732 -0.975954 -0.1 0.4 -0.1
C -3.115201 0.508915 -0.331470 -0.3 0.4 0.2
C -1.081442 -4.946767 -3.891260 0.7 -0.2 -0.7
H 4.218418 -3.599298 0.283521 0.0 -0.1 -0.2
C -3.273785 -5.388262 -3.066826 0.5 0.0 -0.3
H -4.367853 -1.124742 -0.815373 0.3 0.1 -0.3
C 0.334355 -3.453142 -0.316524 0.5 0.4 -0.4

---

[3]
53
Properties=species:S:1:pos:R:3:forces:R:3 method="wB97M-V/def2-TZVPD" de_lowest_kj_mol=1.93 spin_multiplicity=1 charge=0 energy_ha=-1292.5422 smiles=CC[C@@H](COC)NCc1cn(-c2ccc(F)cc2F)nc1-c1ccccc1C e_lumo_ev=0.73
C 5.890380 1.123039 1.162992 0.3 -0.2 0.0
N 2.684540 0.194758 -0.363705 -1.0 -0.3 -0.4
H -2.869722 -1.348019 2.059816 0.0 0.0 0.1
F 4.475609 -1.859894 -1.294345 -0.1 0.1 0.1
C -0.338062 1.982641 0.039580 -0.1 0.3 0.3
C -0.547290 -0.727751 -1.807737 0.1 -0.1 -0.2
C 0.727307 1.058915 -0.356338 0.3 -0.6 -0.4
H -0.327180 -1.789798 -2.017680 0.0 0.1 0.0
F 8.014959 0.101778 1.051133 0.0 0.0 0.0
H -3.534229 -4.945442 0.741405 0.0 0.0 0.0
C -0.539930 2.179310 1.403895 0.0 0.1 -0.1
C -1.814403 -1.321643 0.206471 -0.2 -0.3 0.4
C -1.548396 3.005145 1.860497 0.0 0.0 0.1
H -1.640826 1.908029 -2.809457 0.0 -0.1 -0.1
H -1.903517 -5.371751 0.161793 0.0 0.0 0.0
H -2.184768 0.228542 1.638907 0.0 -0.1 0.1
H 0.090126 2.192025 -2.578777 0.1 0.0 -0.1
H -3.341582 -2.785468 -0.332862 0.0 0.0 0.0
H -4.650647 0.262440 1.499546 -0.1 0.1 0.0
H 6.288897 1.892704 1.803369 0.0 0.1 0.1
H -2.769503 4.014263 -1.114825 0.0 0.1 -0.1
C 4.904793 -0.868487 -0.484715 -0.1 0.3 0.2
H -0.805139 -1.379577 0.628585 0.0 0.0 0.0
H -1.013519 3.552601 -2.819234 0.0 0.0 -0.1
H 2.297029 -1.537607 -1.560411 0.1 -0.2 0.0
C 6.716808 0.114165 0.698336 -0.3 0.0 -0.1
H -1.698787 3.141518 2.921383 0.0 0.0 0.1
H -3.901697 0.598001 -0.059383 -0.1 0.1 -0.1
H -2.253072 -5.362615 1.911651 0.0 -0.1 0.0
C -1.132385 2.666311 -0.881041 0.1 0.1 0.1
H -3.165430 4.291927 1.294395 -0.1 0.1 0.0
H 6.885250 -1.670071 -0.487086 0.1 -0.1 0.0
C -0.903831 2.571956 -2.358886 0.0 0.0 0.0
C -2.146843 3.487512 -0.404714 0.0 0.0 0.0
N -1.740245 -0.528657 -1.006633 -0.3 -0.1 -0.2
H 3.887091 1.888797 1.132698 0.0 0.0 0.0
C 6.239123 -0.886962 -0.125664 0.1 0.2 0.1
C -2.461637 -4.870732 0.963796 0.0 -0.1 0.0
C -2.715677 -0.638248 1.245982 0.1 -0.1 -0.1
H 0.104595 1.666246 2.102448 0.0 -0.1 0.1
H -2.572130 -0.681387 -1.565420 0.1 0.1 0.0
C 4.034185 0.127405 -0.037252 1.0 0.0 0.3
C 4.562554 1.120634 0.793121 0.0 -0.2 -0.1
H -0.709979 -0.234576 -2.771719 0.0 -0.1 0.0
C -2.366940 3.651127 0.949726 -0.1 0.0 0.0
C 1.915528 -0.646891 -1.108429 -0.3 0.1 -0.1
C 0.646431 -0.129280 -1.137332 0.2 0.0 0.1
H -4.622591 -0.987925 0.260861 -0.2 -0.1 -0.1
C -2.275179 -2.768009 -0.054653 0.2 0.2 -0.2
N 1.953544 1.219779 0.098611 0.1 0.5 0.3
O -2.061773 -3.534305 1.106119 0.1 0.2 0.1
H -1.705082 -3.199219 -0.895248 -0.1 0.1 0.1
C -4.056732 -0.167273 0.696412 0.2 -0.1 0.1

---

[4]
60
Properties=species:S:1:pos:R:3:forces:R:3 method="wB97M-V/def2-TZVPD" de_lowest_kj_mol=2.97 spin_multiplicity=1 charge=-1 energy_ha=-2392.1294 e_lumo_ev=2.11
C -4.628998 -0.909749 1.130539 0.0 0.0 0.0
H 4.355993 -0.198744 1.213358 0.0 0.0 0.0
H 4.091622 -2.340974 -4.900645 0.0 0.0 0.0
O 0.722243 -0.175563 1.129632 0.0 0.0 0.0
C 3.337329 0.633853 5.300363 0.0 0.0 0.0
O -1.341310 -2.727216 -1.045056 -0.1 0.0 0.0
S 4.855929 -1.449402 -1.401592 0.0 0.0 0.0
C 4.272131 0.436782 4.303258 0.0 0.0 0.0
H 5.662820 -0.984413 -3.626447 0.0 0.0 0.0
C 3.868267 0.161530 2.994276 0.0 0.0 0.0
N 2.901599 -0.389837 0.396552 0.0 0.0 0.0
O -2.726800 -0.200332 0.034783 0.0 0.0 0.1
C -2.532335 -3.188936 -1.151990 0.0 -0.1 -0.1
O -1.945484 -0.067923 -2.806817 0.0 0.0 0.0
H 3.655853 -3.293154 -3.464982 0.0 0.0 0.0
Sr -0.343837 -0.611270 -1.102604 0.0 0.1 0.1
H 3.671762 0.844060 6.309527 0.0 0.0 0.0
C 5.246658 -1.859468 -3.127811 0.0 0.0 0.0
C 3.969834 -2.311566 -3.818557 0.0 0.0 0.0
C -1.071619 2.788479 -1.567220 0.0 0.0 0.0
H -1.846001 4.261529 -0.160896 0.0 0.0 0.0
O -3.229389 -1.454179 -4.020315 0.0 0.0 0.0
C -5.005679 0.223383 0.144562 0.0 0.0 0.0
C -2.951534 -0.847217 -2.993512 0.0 0.0 0.0
H 0.526144 0.225118 3.462482 0.0 0.0 0.0
H -5.070007 1.186897 0.651711 0.0 0.0 0.0
H 1.242984 0.714190 5.797888 0.0 0.0 0.0
C 2.494943 0.088351 2.695415 0.0 0.0 0.0
C 1.976591 0.562856 5.016934 0.0 0.0 0.0
H -0.807177 3.655649 -2.183772 0.0 0.0 0.0
H 1.631091 2.041249 0.002528 0.0 0.0 0.0
C -3.656041 -2.187735 -0.807895 0.0 0.0 0.0
H -4.433852 -0.517013 2.128817 0.0 0.0 0.0
H -2.651005 -1.941102 1.164954 0.0 0.0 0.0
C -3.818528 0.195536 -0.826873 0.0 0.0 0.0
O 0.105682 1.999085 -1.367118 0.0 0.0 0.0
N 2.369902 -0.562729 -0.867714 0.0 0.0 0.0
C -0.219339 3.039676 0.688435 0.0 0.0 0.0
H -1.785797 2.167898 -2.104270 0.0 0.0 0.0
C 0.837418 2.691998 -0.354344 0.0 0.0 0.0
H 0.043752 3.922185 1.270827 0.0 0.0 0.0
H -3.580064 1.142657 -1.301202 0.0 0.0 0.0
C -1.500005 3.227620 -0.158469 0.0 0.0 0.0
H 5.993648 -2.653121 -3.118003 0.0 0.0 0.0
C -3.339089 -1.429844 0.496944 0.0 0.0 0.0
C -3.920037 -0.986647 -1.791885 0.0 0.0 0.0
S 2.701239 -1.085672 -3.430231 0.0 0.0 0.0
H -4.565160 -2.776467 -0.697227 0.0 0.0 0.0
O -2.851270 -4.339041 -1.431837 0.0 0.0 0.0
H 5.334057 0.488151 4.506499 0.0 0.0 0.0
C 1.965028 -0.180936 1.322781 0.0 0.0 0.0
O 4.828222 -0.018691 2.074116 0.0 0.0 0.0
H -5.948492 0.045883 -0.372878 0.0 0.0 0.0
H -2.306762 2.600450 0.219713 0.0 0.0 0.0
H 1.280822 3.593713 -0.796662 0.0 0.0 0.0
C 1.574625 0.291740 3.722220 0.0 0.0 0.0
H -4.921273 -1.078267 -2.212496 0.0 0.0 0.0
H -5.386569 -1.689097 1.205709 0.0 0.0 0.0
C 3.192940 -0.969932 -1.742972 0.0 0.0 0.0
H -0.327653 2.195699 1.369490 0.0 0.0 0.0